# 1
{
  "formula": "C10H21N2Pt",
  "method": "ωB97M-V/def2-TZVPD",
  "symbols": ["C", "Pt", "N", "H", "H", "H", "H", "H", "H", "H", "H", "C", "N", "C", "C", "C", "C", "C", "C", "C", "C", "H", "H", "H", "H", "H", "H", "H", "H", "H", "H", "H", "H", "H"],
  "positions_angstrom": [[3.62, 4.84, -1.39], [0.48, 1.68, -0.19], [-0.69, 2.53, -1.68], [1.54, 1.09, 0.80], [4.06, 4.47, -2.29], [4.33, 4.92, -0.57], [2.85, 4.11, -1.13], [3.09, 5.79, -1.55], [-1.67, 2.45, -1.41], [-0.58, 2.02, -2.55], [-0.54, 3.52, -1.89], [-0.85, -3.15, -0.85], [0.26, -2.82, 0.09], [1.54, -3.43, -0.33], [0.45, -1.33, 0.32], [-0.75, -0.72, 0.96], [-1.71, -1.47, 1.67], [-2.82, -0.81, 2.21], [-2.99, 0.58, 2.11], [-2.02, 1.34, 1.44], [-0.95, 0.66, 0.86], [-0.59, -2.75, -1.84], [-1.78, -2.71, -0.49], [-0.92, -4.24, -0.88], [0.02, -3.20, 1.00], [1.80, -3.08, -1.34], [2.31, -3.13, 0.39], [1.42, -4.52, -0.33], [1.35, -1.28, 0.98], [0.74, -0.90, -0.65], [-1.59, -2.56, 1.81], [-3.54, -1.41, 2.77], [-3.85, 1.07, 2.56], [-2.04, 2.43, 1.38]],
  "mulliken_spin": [-0.038, 0.662, 0.078, 0.084, -0.014, -0.010, 0.079, -0.007, -0.006, -0.027, 0.001, 1.419, -2.906, 1.711, 0.397, -0.590, 1.016, -0.516, 0.131, 0.054, 0.330, 0.088, 0.564, -0.839, 0.113, 0.204, 0.176, -0.683, 0.066, -0.035, 0.560, -0.077, 0.005, 0.009],
  "e_homo_ev": [-0.03, -4.01],
  "spin_multiplicity": 3,
  "homo_lumo_gap_ev": [2.8, 6.6],
  "charge": -1,
  "lumo_energy_ev": [2.8, 2.6]
}

=====

# 2
{
  "formula": "C10H21N3O",
  "method": "ωB97M-V/def2-TZVPD",
  "symbols": ["C", "C", "C", "C", "C", "C", "C", "C", "C", "C", "N", "N", "N", "O", "H", "H", "H", "H", "H", "H", "H", "H", "H", "H", "H", "H", "H", "H", "H", "H", "H", "H", "H", "H", "H"],
  "positions_angstrom": [[-0.99, -2.45, 0.79], [-1.08, -0.65, -1.61], [-2.16, -1.75, 1.40], [0.35, -2.27, 1.37], [-0.18, -1.68, -2.28], [2.21, 2.77, -0.36], [-0.14, 3.02, 0.47], [1.33, 1.28, 1.47], [0.62, 0.97, -0.95], [1.03, 1.99, 0.20], [-1.21, -3.36, 0.00], [-1.30, -4.04, -0.92], [-0.79, 0.40, -0.88], [-2.35, -0.99, -1.74], [-3.05, -1.77, 0.72], [-1.84, -0.69, 1.41], [-2.43, -2.14, 2.45], [1.00, -3.03, 1.14], [0.14, -2.40, 2.48], [0.62, -1.29, 0.97], [0.78, -1.81, -1.73], [0.20, -1.22, -3.17], [-0.73, -2.60, -2.41], [2.55, 3.66, 0.28], [3.08, 2.03, -0.53], [1.89, 3.31, -1.24], [-1.14, 2.64, 0.78], [0.23, 3.76, 1.18], [-0.16, 3.64, -0.43], [1.06, 1.89, 2.32], [2.39, 1.23, 1.60], [0.85, 0.30, 1.53], [1.37, 0.16, -0.86], [0.77, 1.32, -2.01], [-2.91, -0.26, -1.42]],
  "nbo_charge": [-0.008, 0.603, -0.631, -0.608, -0.728, -0.610, -0.607, -0.616, -0.231, -0.063, 0.043, -0.117, -0.580, -0.672, 0.227, 0.236, 0.212, 0.220, 0.217, 0.224, 0.224, 0.237, 0.266, 0.215, 0.212, 0.212, 0.229, 0.198, 0.199, 0.213, 0.208, 0.211, 0.171, 0.198, 0.496],
  "e_homo_ev": -7.71,
  "homo_lumo_gap_ev": 8.5,
  "e_above_lowest_kj_mol": 363.34,
  "lumo_energy_ev": 0.8
}

=====

# 3
{
  "formula": "C10H21N3O3",
  "method": "ωB97M-V/def2-TZVPD",
  "symbols": ["N", "C", "N", "C", "C", "C", "O", "C", "C", "C", "C", "O", "N", "H", "H", "H", "H", "H", "H", "H", "H", "H", "H", "H", "H", "H", "H", "H", "H", "C", "C", "O", "H", "H", "H", "H", "H"],
  "positions_angstrom": [[1.89, 1.26, 2.72], [1.26, 1.15, 1.54], [1.45, 0.15, 0.67], [0.36, 0.18, -0.38], [-0.08, -1.23, -0.73], [-1.12, -1.83, 0.18], [-2.07, -2.41, -0.25], [-0.61, 1.07, 0.37], [-1.87, 1.61, -0.31], [-3.04, 1.63, 0.72], [-3.95, 0.39, 0.58], [-3.90, -0.30, 1.83], [0.28, 2.01, 1.08], [2.89, 1.38, 2.80], [1.32, 1.14, 3.54], [1.22, -0.70, 1.20], [0.70, 0.71, -1.27], [-0.43, -1.28, -1.76], [0.82, -1.87, -0.69], [-0.99, -1.80, 1.29], [-1.01, 0.47, 1.20], [-1.73, 2.64, -0.63], [-2.18, 1.00, -1.16], [-2.66, 1.67, 1.74], [-3.66, 2.51, 0.54], [-4.97, 0.69, 0.33], [-3.54, -0.28, -0.18], [-4.23, -1.20, 1.66], [0.60, 2.83, 0.57], [3.74, -0.70, -2.25], [3.56, -2.23, -2.04], [2.34, -2.49, -1.54], [3.64, -0.16, -1.31], [4.74, -0.48, -2.67], [3.00, -0.31, -2.96], [4.44, -2.53, -1.42], [3.80, -2.69, -3.03]],
  "nbo_charge": [-0.848, 0.726, -0.479, -0.038, -0.615, 0.435, -0.530, -0.045, -0.421, -0.419, -0.070, -0.735, -0.628, 0.442, 0.431, 0.419, 0.233, 0.262, 0.378, 0.091, 0.188, 0.216, 0.235, 0.220, 0.213, 0.171, 0.175, 0.478, 0.423, -0.628, -0.009, -0.967, 0.162, 0.177, 0.178, 0.084, 0.096],
  "e_homo_ev": -5.79,
  "homo_lumo_gap_ev": 4.1,
  "e_above_lowest_kj_mol": 656.14,
  "lumo_energy_ev": -1.7
}

=====

Values for M, Da, ordered as above
364.37; 199.30; 231.30